Computed, not measured: C4H4N2O2 in the gas phase in a non-equilibrium geometry, with wB97M-V/def2-TZVPD.

Geometry as XYZ:
```
12
Properties=species:S:1:pos:R:3:forces:R:3:mulliken_charge:R:1
C 1.118 -0.058 1.218 0.1 -1.5 0.7 -0.399
H 0.102 -1.996 0.787 -0.2 0.1 -0.2 0.447
H 1.771 -0.284 2.047 0.1 0.6 -0.1 0.376
N 0.952 1.141 0.602 0.5 1.5 0.1 -0.059
H 1.430 1.994 0.846 0.0 -0.1 0.0 0.199
O -2.098 0.138 -1.789 1.1 0.9 0.8 -0.676
O -1.508 -1.933 -1.348 1.3 -1.2 1.1 -0.621
C 0.279 -0.949 0.616 0.7 1.5 0.2 -0.204
H -0.320 1.817 -1.044 -0.1 -0.1 0.1 0.420
C -1.410 -0.733 -1.236 -2.9 0.4 -2.5 0.521
C 0.032 1.052 -0.371 0.8 -0.2 1.1 -0.061
N -0.349 -0.190 -0.328 -1.4 -1.7 -1.1 0.057
```
Positions in Å, forces in eV/Å.

For the LUMO energy, the calculation gives 0.05 eV. The calculation puts the HOMO-LUMO gap at 8.9 eV. The HOMO energy is -0.3251 hartree.